Entry 1:
{
  "formula": "C10H30O5",
  "method": "ωB97M-V with the def2-TZVPD basis set",
  "homo_lumo_gap_ev": 10.8,
  "e_tot_ev": -21091.0903,
  "e_homo_ev": -10.13,
  "relative_energy_kj_mol": 202.8,
  "symbols": ["C", "C", "O", "H", "H", "H", "H", "H", "H", "C", "C", "O", "H", "H", "H", "H", "H", "H", "C", "C", "O", "H", "H", "H", "H", "H", "H", "C", "C", "O", "H", "H", "H", "H", "H", "H", "C", "C", "O", "H", "H", "H", "H", "H", "H"],
  "xyz": [[-20.046, -9.183, 7.297], [-20.348, -10.403, 6.427], [-21.316, -10.030, 5.461], [-19.593, -8.296, 6.854], [-19.522, -9.553, 8.177], [-20.978, -8.839, 7.746], [-20.833, -11.172, 7.028], [-19.447, -10.755, 5.924], [-22.210, -9.988, 5.809], [-11.562, -8.439, 6.403], [-12.968, -8.360, 6.891], [-13.060, -8.110, 8.336], [-11.114, -9.409, 6.622], [-10.964, -7.697, 6.932], [-11.541, -8.177, 5.345], [-13.370, -9.358, 6.712], [-13.541, -7.649, 6.296], [-12.243, -8.407, 8.744], [-17.747, -5.720, -0.159], [-18.411, -6.794, 0.705], [-19.419, -6.197, 1.536], [-16.944, -6.184, -0.731], [-17.435, -4.851, 0.420], [-18.367, -5.289, -0.946], [-17.696, -7.359, 1.303], [-18.801, -7.577, 0.055], [-19.690, -6.948, 2.068], [-16.172, 2.674, -0.917], [-16.273, 3.757, -1.940], [-15.122, 3.802, -2.649], [-15.806, 1.694, -1.224], [-17.164, 2.701, -0.467], [-15.569, 2.951, -0.053], [-16.430, 4.721, -1.457], [-17.060, 3.600, -2.679], [-14.675, 4.626, -2.441], [-14.554, -4.880, -6.396], [-13.381, -3.934, -6.504], [-12.219, -4.663, -6.960], [-15.529, -4.491, -6.103], [-14.282, -5.744, -5.790], [-14.681, -5.257, -7.411], [-13.019, -3.346, -5.661], [-13.679, -3.131, -7.179], [-12.370, -4.805, -7.897]]
}

Entry 2:
{
  "formula": "C10H30O5",
  "method": "ωB97M-V with the def2-TZVPD basis set",
  "homo_lumo_gap_ev": 10.7,
  "e_tot_ev": -21091.1239,
  "e_homo_ev": -10.16,
  "relative_energy_kj_mol": 199.6,
  "symbols": ["C", "C", "O", "H", "H", "H", "H", "H", "H", "C", "C", "O", "H", "H", "H", "H", "H", "H", "C", "C", "O", "H", "H", "H", "H", "H", "H", "C", "C", "O", "H", "H", "H", "H", "H", "H", "C", "C", "O", "H", "H", "H", "H", "H", "H"],
  "xyz": [[-0.678, -4.025, 5.500], [-0.724, -3.418, 4.140], [-0.669, -2.070, 4.429], [0.292, -3.965, 5.993], [-0.655, -5.111, 5.416], [-1.434, -3.662, 6.197], [-1.625, -3.664, 3.578], [0.161, -3.694, 3.567], [0.222, -1.948, 4.765], [3.276, 0.429, -3.449], [4.295, 0.366, -4.551], [5.552, -0.344, -4.253], [3.529, 1.235, -2.760], [3.268, -0.441, -2.792], [2.337, 0.767, -3.887], [4.380, 1.383, -4.935], [3.927, -0.291, -5.339], [6.030, -0.418, -5.082], [1.447, -0.976, 0.534], [0.076, -1.613, 0.823], [-0.676, -1.423, -0.378], [1.678, -1.341, -0.466], [2.221, -1.264, 1.245], [1.436, 0.114, 0.535], [-0.413, -1.089, 1.645], [0.154, -2.685, 1.005], [-1.598, -1.681, -0.304], [0.220, 3.524, 1.546], [-1.281, 3.622, 1.372], [-1.519, 5.028, 1.063], [0.604, 2.505, 1.514], [0.591, 3.897, 2.500], [0.691, 4.061, 0.722], [-1.805, 3.240, 2.247], [-1.450, 2.948, 0.532], [-2.478, 5.071, 1.043], [-3.885, 1.282, -2.184], [-3.096, 0.110, -2.805], [-2.337, 0.633, -3.817], [-4.816, 1.099, -1.647], [-4.145, 1.949, -3.006], [-3.276, 1.867, -1.495], [-3.805, -0.569, -3.280], [-2.458, -0.429, -2.105], [-1.564, 0.991, -3.374]]
}